{
  "formula": "C44H94NO24S8",
  "method": "ωB97M-V/def2-TZVPD",
  "elements": ["C", "C", "C", "N", "C", "C", "C", "C", "C", "H", "H", "H", "H", "H", "H", "H", "H", "H", "H", "H", "H", "H", "H", "H", "H", "H", "H", "O", "S", "O", "O", "C", "C", "C", "H", "H", "H", "H", "H", "H", "H", "H", "O", "S", "O", "O", "C", "C", "C", "H", "H", "H", "H", "H", "H", "H", "H", "O", "S", "O", "O", "C", "C", "C", "H", "H", "H", "H", "H", "H", "H", "H", "O", "S", "O", "O", "C", "C", "C", "H", "H", "H", "H", "H", "H", "H", "H", "O", "S", "O", "O", "C", "C", "C", "H", "H", "H", "H", "H", "H", "H", "H", "O", "S", "O", "O", "C", "C", "C", "H", "H", "H", "H", "H", "H", "H", "H", "O", "S", "O", "O", "C", "C", "C", "H", "H", "H", "H", "H", "H", "H", "H", "O", "S", "O", "O", "C", "C", "C", "H", "H", "H", "H", "H", "H", "H", "H", "C", "C", "C", "C", "C", "C", "H", "H", "H", "H", "H", "H", "C", "C", "C", "C", "C", "C", "H", "H", "H", "H", "H", "H"],
  "xyz": [[0.4096, -2.8757, -0.8121], [1.2058, -1.5895, -0.3147], [0.3344, -0.4332, 0.2734], [1.0997, 0.8356, 0.5942], [2.0616, 1.2099, -0.4632], [1.8475, 0.6480, 2.0046], [0.6432, 0.8482, 2.9724], [-0.4635, 1.7231, 2.3544], [0.1779, 1.9943, 0.9675], [0.1045, -2.7315, -1.8485], [-0.4794, -3.2169, -0.2817], [0.9900, -3.7948, -0.8933], [1.6060, -1.2423, -1.2674], [2.0731, -1.9286, 0.2517], [-0.2450, -0.7698, 1.1331], [-0.4130, -0.1828, -0.4795], [1.4998, 1.3145, -1.3914], [2.9578, 0.5940, -0.5376], [2.4262, 2.2034, -0.2020], [2.6198, 1.4058, 2.1366], [2.3323, -0.3282, 2.0175], [1.0166, 1.2161, 3.9281], [0.2014, -0.1058, 3.2599], [-0.6456, 2.6936, 2.8161], [-1.4334, 1.2359, 2.4541], [0.7259, 2.9295, 1.0823], [-0.5737, 1.9192, 0.1816], [-4.0108, -1.6524, 4.2501], [-4.3766, -2.5707, 5.3715], [-3.3704, -3.0872, 6.3106], [-5.5603, -1.8635, 6.1582], [-5.3703, -1.6724, 7.5557], [-4.4766, -0.5884, 8.0547], [-5.3621, -3.9553, 4.7719], [-5.1107, -2.5999, 8.0661], [-6.3262, -1.4785, 8.0423], [-4.5403, 0.0377, 8.9447], [-4.3516, 0.0719, 7.1966], [-3.4465, -0.9444, 8.0360], [-4.7860, -4.4339, 3.9800], [-6.3047, -3.5739, 4.3793], [-5.7151, -4.5912, 5.5838], [6.0490, -9.0127, -5.6196], [5.1065, -9.9259, -4.9996], [5.2841, -10.4046, -3.6450], [3.6632, -9.2285, -5.1418], [3.4600, -8.0595, -5.9003], [1.9741, -7.7722, -5.7306], [4.7781, -11.3022, -6.1916], [3.7570, -8.2775, -6.9261], [4.1188, -7.2903, -5.4971], [1.7928, -6.8304, -6.2485], [1.5861, -7.6386, -4.7208], [1.5017, -8.5806, -6.2887], [5.5804, -11.9739, -6.4968], [4.4439, -10.8871, -7.1425], [4.0805, -11.9359, -5.6440], [2.4416, 6.5260, -2.0693], [3.7016, 7.1363, -2.6074], [4.9905, 6.5169, -2.3107], [3.5181, 7.1687, -4.3010], [4.6562, 7.4442, -5.0911], [4.4877, 6.7919, -6.4686], [3.8885, 8.8559, -2.0554], [5.6441, 7.1459, -4.7402], [4.7478, 8.5303, -5.0966], [5.3295, 6.9888, -7.1325], [3.6522, 7.1233, -7.0852], [4.4179, 5.7068, -6.3932], [4.8548, 9.1966, -2.4272], [3.7133, 8.9349, -0.9825], [3.0402, 9.3575, -2.5212], [-1.6879, -1.1102, -6.5853], [-2.9026, -1.4553, -7.3933], [-2.9384, -1.1540, -8.8178], [-3.2220, -3.0538, -7.2157], [-2.9313, -3.6685, -5.9845], [-3.3048, -5.1213, -6.0669], [-4.4018, -0.9385, -6.4581], [-3.3934, -3.2632, -5.0843], [-1.8639, -3.5266, -5.8151], [-2.9367, -5.7295, -5.2407], [-2.8910, -5.5656, -6.9722], [-4.3873, -5.1856, -6.1776], [-5.2681, -1.4413, -6.8881], [-4.5020, 0.1244, -6.6780], [-4.2349, -1.2344, -5.4224], [-0.4766, 5.9445, 6.6357], [0.3576, 6.7730, 5.7945], [1.2991, 6.1409, 4.8427], [-0.5142, 7.9642, 5.1016], [-0.8312, 7.9222, 3.7388], [-0.4946, 9.3005, 3.0737], [1.3765, 7.7776, 6.9618], [-1.8811, 7.8030, 3.4714], [-0.1516, 7.2189, 3.2575], [-1.2390, 10.0240, 3.4062], [-0.6137, 9.1270, 2.0042], [0.4403, 9.7570, 3.3988], [2.0806, 7.1663, 7.5265], [0.7704, 8.2537, 7.7325], [1.9603, 8.4748, 6.3609], [3.8444, -6.1018, 0.5142], [3.3650, -7.2629, 1.2192], [4.2782, -7.8335, 2.1869], [1.9712, -6.7655, 1.9876], [1.3741, -7.4967, 2.9999], [-0.0453, -7.1461, 2.9255], [2.6600, -8.5727, 0.1095], [1.8104, -7.1621, 3.9411], [1.4479, -8.5813, 2.9193], [-0.1852, -6.1940, 3.4374], [-0.6444, -7.8567, 3.4949], [-0.3703, -6.9930, 1.8965], [2.6831, -8.0973, -0.8711], [1.6511, -8.8362, 0.4271], [3.2060, -9.4855, 0.3477], [-7.1717, 4.4933, 1.2233], [-5.9612, 5.1411, 0.7487], [-4.6919, 4.8007, 1.3681], [-5.9191, 5.0610, -0.9006], [-4.6636, 4.8677, -1.5618], [-3.7550, 6.0669, -1.2128], [-6.1974, 6.9513, 0.9631], [-4.6918, 4.6334, -2.6260], [-4.2036, 3.9773, -1.1332], [-3.5579, 6.3045, -0.1674], [-4.1833, 6.9920, -1.5987], [-2.7449, 5.9685, -1.6103], [-5.5560, 7.5272, 0.2960], [-6.0004, 7.3466, 1.9596], [-7.2275, 7.0980, 0.6382], [-6.3450, -2.5377, -0.5580], [-6.2189, -1.0781, -0.6279], [-4.8342, -0.5191, -0.4422], [-6.9420, -0.4611, -2.0022], [-8.0915, -1.1648, -2.5770], [-9.0480, -0.0899, -2.9229], [-7.3105, -0.4186, 0.6548], [-8.5743, -1.8442, -1.8745], [-7.7823, -1.8221, -3.3897], [-10.0120, -0.5101, -3.2098], [-8.8751, 0.5007, -3.8226], [-9.1798, 0.6968, -2.1800], [-7.0544, 0.6231, 0.8481], [-7.1851, -1.1197, 1.4800], [-8.3217, -0.3571, 0.2526], [6.3162, 1.4969, 9.3582], [6.8873, 0.4451, 8.7041], [6.8112, 0.3857, 7.3226], [6.0809, 1.3338, 6.5916], [5.3992, 2.3144, 7.2181], [5.5370, 2.4003, 8.6197], [6.2868, 1.6122, 10.4317], [7.4932, -0.2101, 9.3123], [7.1076, -0.5517, 6.8757], [5.9775, 1.1952, 5.5255], [4.9313, 3.1285, 6.6845], [5.1324, 3.2392, 9.1664], [6.3658, -1.0119, -2.8180], [5.2153, -1.3742, -3.5371], [4.7342, -0.5010, -4.4589], [5.3623, 0.7424, -4.6469], [6.4850, 1.0816, -3.9032], [6.9377, 0.2014, -2.9718], [6.8272, -1.6073, -2.0441], [4.9725, -2.4261, -3.5073], [3.8849, -0.7128, -5.0916], [5.2606, 1.2666, -5.5856], [6.9605, 2.0437, -4.0242], [7.8398, 0.4670, -2.4407]],
  "atomic_forces_ev_per_a": [[-0.219, 0.265, -0.199], [-0.584, -0.776, -1.012], [0.143, -1.028, -0.538], [1.526, -0.312, 2.803], [-0.060, 1.205, -0.149], [-1.893, 0.065, -0.723], [0.631, -0.679, 1.416], [1.187, -0.029, -0.418], [-1.868, -1.240, -0.453], [-0.257, 0.335, 0.033], [-0.035, 0.588, 0.431], [0.701, 0.348, 0.416], [0.286, 0.300, 0.159], [-0.240, 0.340, 0.540], [0.316, 0.249, 0.229], [0.064, 0.228, -0.129], [0.304, -0.272, -0.149], [-0.534, -0.464, 0.017], [-0.041, 0.059, -0.043], [-0.229, 0.205, -0.437], [-0.286, 0.006, 0.036], [0.061, 0.288, -0.083], [0.150, -0.168, -0.256], [0.494, -0.039, 0.237], [0.130, -0.266, -0.825], [0.179, -0.263, -0.745], [0.059, 1.053, -0.161], [-0.691, -2.493, 2.724], [1.213, 0.396, -1.427], [-1.468, 1.095, -1.639], [0.512, 0.703, 0.522], [-1.620, -0.676, 3.448], [2.932, 0.903, -2.373], [-0.161, 0.584, -0.365], [0.337, -0.348, -0.600], [-0.647, 0.028, -0.962], [-1.115, -0.599, 0.053], [-0.458, 0.795, 0.038], [0.181, -0.415, 0.506], [-0.129, -0.257, 0.268], [0.307, 0.410, -0.379], [0.838, -0.110, 0.146], [-0.520, -0.796, 0.831], [0.709, 0.091, -1.469], [-0.531, 0.477, -1.669], [0.586, -1.965, 1.688], [0.136, 0.647, 0.589], [0.568, 0.450, -1.319], [0.188, -0.064, 0.822], [-0.270, 0.326, -0.188], [-0.123, 0.196, -0.174], [-0.268, -0.001, -0.186], [0.422, -0.437, 0.035], [-0.620, 0.150, 0.360], [0.688, 0.494, 0.707], [-0.536, 0.250, 0.426], [-0.452, 0.194, -0.438], [3.179, 1.913, -1.737], [-0.750, -2.210, 0.476], [-1.629, 0.513, -0.530], [-0.423, -0.502, 3.277], [0.952, 0.798, -1.367], [-0.118, 0.125, -0.422], [-1.245, -0.542, -1.083], [-0.386, -0.693, 0.841], [-0.125, 0.230, -0.682], [0.405, 0.126, 0.400], [-0.382, 0.179, 0.541], [-0.032, 0.020, 0.268], [-0.174, 0.066, 0.275], [0.481, -0.422, -0.061], [0.225, 0.354, -0.169], [-3.015, -0.794, -1.950], [1.464, -0.165, 1.287], [-0.266, -0.556, 2.382], [-0.137, 1.249, -1.211], [1.656, -0.602, 1.250], [-0.188, -0.318, -0.950], [0.785, 0.331, -1.383], [-0.546, 0.634, -0.305], [0.143, -0.227, 0.062], [-0.199, 0.328, 0.209], [0.102, 0.051, -0.071], [-0.044, -0.270, 0.275], [0.241, -0.153, -0.039], [0.022, 0.064, 0.628], [-0.018, 0.428, -0.141], [0.235, 0.603, -1.268], [2.041, -0.542, 1.115], [-2.179, 1.315, 1.141], [0.356, -0.915, 1.698], [1.474, 1.650, -2.357], [-0.852, -0.426, 1.114], [-0.263, -0.039, -0.642], [-0.041, -0.834, 0.779], [-0.489, -0.452, -0.040], [-0.235, 0.031, -0.204], [0.370, 0.396, -0.046], [0.337, -0.531, -0.430], [-0.192, -0.603, -0.497], [-0.326, 0.166, -0.511], [-0.238, 0.137, 0.111], [-1.041, -0.888, -0.131], [-0.197, 0.151, 1.562], [-1.224, -0.063, -0.752], [2.611, 0.637, -2.561], [0.392, -0.918, 1.111], [-1.619, 1.005, 0.902], [0.256, 0.800, 1.293], [0.062, -0.410, 0.170], [0.665, -0.113, -0.291], [-0.185, 0.207, -0.134], [-0.203, -0.111, -0.349], [-0.162, -0.456, 0.067], [0.184, -0.717, -0.075], [-0.153, 0.634, -0.033], [0.599, 0.283, -0.812], [1.464, 0.594, -1.200], [-0.108, 0.979, 1.149], [-0.984, -0.210, -1.121], [-0.975, -0.381, 0.934], [2.289, 0.275, 2.125], [0.312, 0.533, -0.763], [-0.228, -0.379, -0.919], [-1.017, 0.625, 0.050], [0.001, -0.156, 0.126], [-0.481, -0.773, 0.193], [0.008, -0.006, -0.409], [-0.103, -0.159, -0.465], [0.080, -0.432, -0.168], [-0.238, -0.763, 0.183], [0.003, 0.204, 0.269], [-0.090, 2.021, -0.711], [1.960, -0.237, 0.618], [-3.940, -0.984, -1.179], [1.523, -1.162, 1.421], [0.266, -0.093, 0.691], [-1.424, 1.066, -1.504], [0.311, 0.317, -0.948], [0.334, 0.103, 0.488], [0.248, 0.413, -0.195], [-0.248, -0.235, 0.564], [0.954, -0.187, -0.190], [-0.038, -0.521, 0.493], [0.430, -0.230, 0.305], [-0.165, 0.385, 0.066], [-0.035, -0.596, 0.081], [-1.928, 1.326, -0.391], [0.998, 0.103, 0.033], [-0.823, -0.699, 0.100], [0.574, -1.974, -0.698], [0.358, 1.557, 2.066], [0.434, 0.179, -0.037], [0.445, -0.117, 0.092], [-0.053, -0.573, -0.342], [0.536, 0.235, -0.462], [0.168, 0.056, -0.175], [-0.364, -0.162, -0.090], [-0.351, 0.072, -0.104], [-0.693, -0.842, 0.819], [1.693, -0.957, 0.754], [-0.430, 1.416, -0.912], [0.994, -0.574, -0.543], [-1.172, 0.772, -0.672], [1.354, 0.888, 0.504], [-0.251, -0.717, -0.204], [-0.788, 0.052, 0.167], [0.003, -0.355, -0.093], [-0.943, 0.456, 0.162], [0.146, -0.010, -0.266], [0.028, -0.121, 0.334]],
  "mulliken_charge": [-1.463, -0.259, -0.774, 0.285, -1.258, -0.565, -0.712, -0.574, -0.639, 0.379, 0.360, 0.365, 0.228, 0.372, 0.450, 0.394, 0.417, 0.435, 0.482, 0.440, 0.330, 0.456, 0.345, 0.352, 0.278, 0.423, 0.444, -0.534, 1.077, -0.605, -0.269, -0.406, -1.054, -0.917, 0.324, 0.410, 0.366, 0.300, 0.312, 0.348, 0.315, 0.334, -0.615, 1.094, -0.581, -0.256, -0.199, -1.132, -0.891, 0.333, 0.334, 0.377, 0.268, 0.293, 0.370, 0.292, 0.314, -0.579, 1.105, -0.611, -0.295, -0.151, -1.236, -0.886, 0.339, 0.312, 0.387, 0.317, 0.290, 0.310, 0.380, 0.318, -0.601, 1.102, -0.570, -0.294, -0.013, -1.332, -0.917, 0.250, 0.306, 0.374, 0.338, 0.317, 0.331, 0.406, 0.305, -0.591, 1.176, -0.621, -0.243, -0.143, -1.189, -0.942, 0.268, 0.278, 0.325, 0.339, 0.340, 0.359, 0.335, 0.308, -0.590, 1.174, -0.645, -0.271, -0.204, -1.164, -0.879, 0.295, 0.356, 0.285, 0.367, 0.292, 0.324, 0.316, 0.347, -0.581, 0.925, -0.481, -0.310, -0.123, -1.120, -0.874, 0.374, 0.231, 0.298, 0.322, 0.385, 0.288, 0.327, 0.342, -0.613, 1.015, -0.526, -0.279, -0.229, -1.159, -0.743, 0.327, 0.346, 0.367, 0.332, 0.291, 0.283, 0.288, 0.297, -0.471, -0.236, -0.458, -0.189, -0.506, -0.187, 0.346, 0.346, 0.308, 0.338, 0.385, 0.323, -0.379, -0.517, -0.356, -0.433, -0.361, -0.311, 0.373, 0.449, 0.425, 0.358, 0.386, 0.372],
  "gap_ev": 8.626,
  "largest_force_ev_per_a": 4.2,
  "total_charge": 1,
  "energy_ha": -6778.339867,
  "e_lumo_ha": -0.0651
}